No. 1
Entry from the Open Molecules 2025 dataset: a 2-piece molecular cluster, C3N6O6 overall at a distorted geometry (ωB97M-V/def2-TZVPD).

Last column: Löwdin spin population.
Cartesian coordinates (Å):
C -0.975 -0.411 0.103  0.03
C 2.582 -1.127 -0.348  0.01
C -0.305 0.903 0.061  0.41
N -2.104 -2.118 0.624  0.01
N -1.679 -0.982 1.139  0.01
N -0.894 -1.254 -0.905  0.01
N -1.553 -2.311 -0.512  0.01
N -0.962 2.018 -0.326  0.19
N 0.957 1.098 0.568  0.32
O 2.873 -0.361 -1.168  0.01
O 2.471 -2.121 0.226  0.01
O -2.031 1.770 -0.881  0.28
O -0.595 3.165 -0.120  0.15
O 1.540 2.212 0.442  0.38
O 1.571 0.131 1.105  0.16

Forces on atoms 1 to 6 (eV/Å):
C -0.104 -0.511 1.250
C -0.178 0.223 -0.191
C 0.276 -0.747 1.070
N 0.498 -0.451 1.692
N 0.057 2.243 -0.682
N 1.065 0.697 -0.826

Summary:
Energy relative to the best compared isomer or geometry (same formula, charge and spin): 0.0 kcal per mole
Total charge: -2
LUMO (alpha / beta): 6.037 / 4.613 eV
Spin multiplicity: 3

=====

No. 2
Entry from the Open Molecules 2025 dataset: a 2-piece molecular cluster, C3NO2S overall at a distorted geometry (ωB97M-V/def2-TZVPD).

Last column: Löwdin charge in e.
Cartesian coordinates (Å):
C -0.479 1.076 -1.787  -0.51
C 0.751 0.594 -1.514  -0.68
C 0.204 -1.175 1.997  -0.65
N -1.393 1.595 -2.316  0.05
O 1.005 -1.992 2.179  0.10
O -0.704 -0.459 2.089  0.12
S 1.290 -0.290 -0.236  0.58

Forces on atoms 1 to 6 (eV/Å):
C -1.945 1.070 -1.101
C 2.087 -1.028 0.909
C -0.599 0.394 0.036
N 0.136 -0.338 0.612
O 0.932 -0.816 0.065
O -0.697 0.435 0.200

Summary:
Energy relative to the best compared isomer or geometry (same formula, charge and spin): 24.1 kcal per mole
Total charge: -1
LUMO (alpha / beta): 3.496 / 3.507 eV

=====

No. 3
Entry from the Open Molecules 2025 dataset: an isolated ion of composition C3NO3 and charge -1 at a distorted geometry (ωB97M-V/def2-TZVPD).

Last column: Löwdin charge in e.
Cartesian coordinates (Å):
C -1.235 -0.156 0.082  -0.75
C 1.219 0.040 0.035  -0.52
C 1.142 1.040 -1.060  0.09
N 0.109 0.206 -0.708  0.07
O -1.897 -0.854 -0.582  0.06
O 1.788 -0.469 1.011  -0.01
O -1.127 0.193 1.224  0.06

Forces on atoms 1 to 6 (eV/Å):
C 0.494 0.121 1.186
C 2.474 0.700 -0.009
C -0.032 -0.848 0.584
N 1.482 0.441 1.538
O -2.938 -2.072 -2.276
O -1.415 0.552 -1.894

Summary:
Energy relative to the best compared isomer or geometry (same formula, charge and spin): 58.9 kcal per mole
Total charge: -1
LUMO: 4.284 eV

=====

No. 4
Entry from the Open Molecules 2025 dataset: C3OSc as an isolated structure at a distorted geometry (ωB97M-V/def2-TZVPD).

Last column: Löwdin spin population.
Cartesian coordinates (Å):
C 1.309 -0.140 -0.224  -0.02
C -0.399 -0.488 -0.760  0.06
O 0.823 -0.670 -1.372  0.01
C -0.298 0.253 0.352  0.02
Sc -1.434 1.044 2.005  0.93

Cartesian forces, eV/Å:
C -3.998 -1.174 -3.330
C 2.050 2.887 3.437
O 3.030 -0.362 0.619
C -0.917 -1.610 -1.138
Sc -0.166 0.259 0.412

Summary:
Energy relative to the best compared isomer or geometry (same formula, charge and spin): 19.3 kcal per mole
Total charge: +2
LUMO (alpha / beta): -11.432 / -11.466 eV
Spin multiplicity: 2

=====

No. 5
Entry from the Open Molecules 2025 dataset: C40H100F6N8O12Zn as an isolated structure at a distorted geometry (ωB97M-V/def2-TZVPD).

Last column: Löwdin charge in e.
Cartesian coordinates (Å):
Zn 10.153 19.873 -25.667  0.89
C 7.720 17.481 -26.131  -0.32
O 7.408 18.273 -27.301  -0.10
O 8.850 18.185 -25.619  -0.25
C 6.659 17.128 -25.070  -0.60
F 7.198 16.363 -24.111  0.15
F 6.008 18.178 -24.569  0.16
F 5.738 16.356 -25.606  0.16
C 8.042 18.059 -28.508  -0.28
C 7.702 19.221 -29.480  -0.06
H 6.649 19.500 -29.449  0.07
H 8.225 20.148 -29.245  0.05
H 7.885 18.973 -30.526  0.06
H 7.614 17.151 -28.932  0.12
H 9.125 18.017 -28.620  0.09
H 8.048 16.526 -26.542  0.14
C 12.496 19.284 -28.023  -0.27
O 13.055 20.624 -27.693  -0.16
O 11.432 19.035 -27.076  -0.24
C 12.235 19.073 -29.565  -0.56
F 12.006 17.805 -29.782  0.16
F 11.229 19.807 -30.115  0.12
F 13.293 19.403 -30.312  0.13
C 14.460 20.787 -27.628  -0.26
C 14.702 22.256 -27.368  -0.05
H 14.194 22.935 -28.052  0.06
H 14.415 22.439 -26.332  0.06
H 15.784 22.389 -27.368  0.06
H 15.020 20.399 -28.479  0.11
H 14.897 20.243 -26.791  0.11
H 13.381 18.678 -27.831  0.13
C 19.048 21.670 -27.057  -0.06
C 18.973 22.626 -25.886  -0.43
C 19.508 24.031 -26.249  -0.22
O 18.649 24.548 -27.204  -0.20
C 18.867 25.956 -27.469  -0.08
N 17.649 22.734 -25.327  0.06
H 20.077 21.537 -27.391  0.08
H 18.357 21.994 -27.835  0.07
H 18.637 20.685 -26.833  0.08
H 19.506 22.114 -25.085  0.14
H 20.527 24.004 -26.635  0.12
H 19.565 24.712 -25.400  0.12
H 18.749 26.503 -26.533  0.08
H 18.141 26.422 -28.136  0.08
H 19.836 26.174 -27.917  0.09
H 17.138 23.272 -26.013  0.04
H 17.773 23.337 -24.526  0.08
C 11.405 22.445 -23.122  -0.02
C 12.120 21.676 -24.271  -0.36
C 12.573 20.240 -23.968  -0.14
O 11.386 19.414 -24.023  -0.25
C 11.759 18.057 -23.839  -0.08
N 11.338 21.669 -25.509  0.06
H 10.948 23.320 -23.583  0.04
H 12.062 22.900 -22.382  0.08
H 10.572 21.936 -22.637  0.08
H 12.988 22.283 -24.527  0.12
H 12.975 20.249 -22.955  0.13
H 13.300 19.892 -24.703  0.12
H 12.504 17.884 -23.063  0.09
H 12.097 17.698 -24.811  0.07
H 10.895 17.427 -23.627  0.10
H 12.009 21.576 -26.258  0.06
H 10.948 22.600 -25.560  0.05
C 16.857 19.277 -30.815  -0.07
C 18.009 20.209 -31.071  -0.46
C 19.336 19.812 -30.356  -0.14
O 20.368 20.741 -30.854  -0.24
C 21.706 20.532 -30.363  -0.09
N 18.180 20.113 -32.463  0.04
H 17.031 18.235 -31.084  0.08
H 15.865 19.630 -31.098  0.07
H 16.785 19.066 -29.748  0.06
H 17.861 21.264 -30.839  0.14
H 19.744 18.854 -30.678  0.12
H 19.221 19.901 -29.275  0.10
H 22.078 19.540 -30.618  0.08
H 21.630 20.754 -29.298  0.07
H 22.401 21.258 -30.784  0.08
H 19.103 20.471 -32.661  0.07
H 18.270 19.116 -32.603  0.07
C 16.717 19.544 -21.258  -0.05
C 16.563 19.458 -22.798  -0.42
C 15.764 18.238 -23.312  -0.20
O 15.904 18.216 -24.724  -0.20
C 15.124 17.205 -25.389  -0.08
N 15.913 20.642 -23.273  0.04
H 17.462 18.828 -20.912  0.07
H 15.769 19.516 -20.721  0.08
H 17.167 20.487 -20.948  0.07
H 17.557 19.494 -23.244  0.13
H 14.747 18.147 -22.932  0.10
H 16.132 17.281 -22.942  0.12
H 15.498 17.215 -26.413  0.09
H 14.063 17.418 -25.258  0.06
H 15.294 16.191 -25.027  0.09
H 16.385 21.470 -22.937  0.06
H 15.824 20.656 -24.279  0.05
C 12.269 23.212 -30.114  -0.02
C 11.010 23.445 -29.190  -0.43
C 10.146 24.683 -29.512  -0.14
O 9.332 25.006 -28.376  -0.19
C 8.797 26.264 -28.471  -0.16
N 10.235 22.282 -28.952  0.06
H 12.065 23.106 -31.180  0.08
H 12.775 22.333 -29.716  0.05
H 12.937 24.067 -30.007  0.07
H 11.430 23.494 -28.186  0.09
H 9.605 24.618 -30.456  0.13
H 10.866 25.499 -29.576  0.12
H 8.237 26.503 -27.567  0.09
H 8.062 26.457 -29.252  0.09
H 9.471 27.121 -28.483  0.09
H 9.777 22.157 -29.844  0.08
H 10.849 21.484 -28.872  0.04
C 12.850 18.267 -34.961  -0.07
C 12.776 18.132 -33.428  -0.43
C 12.146 16.765 -33.048  -0.17
O 10.738 16.624 -33.277  -0.18
C 9.830 17.562 -32.711  -0.11
N 14.145 18.300 -33.025  0.04
H 13.424 17.458 -35.414  0.08
H 13.326 19.126 -35.434  0.07
H 11.846 18.251 -35.385  0.07
H 12.290 18.976 -32.938  0.13
H 12.330 16.516 -32.003  0.09
H 12.636 15.967 -33.606  0.13
H 9.963 17.776 -31.651  0.07
H 8.839 17.110 -32.699  0.08
H 9.699 18.469 -33.301  0.09
H 14.678 17.454 -33.166  0.08
H 14.142 18.422 -32.022  0.03
C 11.550 26.384 -24.432  -0.07
C 11.566 25.703 -25.778  -0.40
C 12.980 25.117 -26.144  -0.17
O 13.867 26.195 -26.495  -0.16
C 15.200 25.675 -26.692  -0.09
N 10.537 24.673 -25.690  0.05
H 11.865 25.727 -23.622  0.07
H 10.557 26.754 -24.178  0.08
H 12.280 27.185 -24.322  0.08
H 11.299 26.455 -26.520  0.13
H 12.770 24.434 -26.967  0.09
H 13.453 24.514 -25.368  0.11
H 15.464 24.972 -27.482  0.08
H 15.436 25.234 -25.724  0.08
H 15.919 26.493 -26.735  0.08
H 10.390 24.600 -26.686  0.04
H 9.716 25.176 -25.384  0.09
C 12.329 14.038 -26.729  -0.07
C 12.226 15.044 -27.783  -0.46
C 12.451 14.516 -29.234  -0.21
O 13.711 13.991 -29.527  -0.15
C 14.687 15.051 -29.789  -0.07
N 10.921 15.721 -27.757  0.08
H 11.567 13.260 -26.751  0.09
H 12.205 14.400 -25.708  0.08
H 13.266 13.492 -26.842  0.08
H 12.990 15.796 -27.586  0.11
H 12.205 15.335 -29.909  0.09
H 11.616 13.835 -29.398  0.13
H 14.483 15.699 -30.641  0.07
H 15.691 14.627 -29.808  0.09
H 14.729 15.782 -28.981  0.06
H 11.101 16.601 -28.217  0.03
H 10.812 16.004 -26.793  0.06

Forces on atoms 1 to 6 (eV/Å):
Zn -0.124 -1.860 -1.211
C 4.542 2.596 -1.675
O -2.299 0.511 1.990
O -0.025 -0.216 1.337
C 0.091 0.741 -1.105
F 0.437 0.735 0.434

Summary:
Energy relative to the best compared isomer or geometry (same formula, charge and spin): 118.8 kcal per mole
Total charge: 0
LUMO: 0.265 eV

=====

No. 6
Entry from the Open Molecules 2025 dataset: C40H100InN8O24V as an isolated structure at a distorted geometry (ωB97M-V/def2-TZVPD).

Last column: Löwdin charge in e.
Cartesian coordinates (Å):
O 15.851 8.087 4.090  -0.33
V 16.246 7.757 2.630  0.91
O 16.245 9.105 1.726  -0.33
In 16.438 3.673 -0.454  1.36
O 18.875 7.832 -0.270  0.18
C 18.091 6.834 -0.403  -0.91
O 17.157 6.657 0.435  -0.08
O 18.213 6.053 -1.318  0.03
H 19.386 7.581 -1.044  0.13
O 19.801 1.281 1.635  0.16
C 19.836 1.343 0.318  -0.79
O 19.085 2.065 -0.331  0.11
O 20.450 0.522 -0.355  0.23
H 19.384 2.013 2.095  0.10
O 12.251 6.274 1.207  0.13
C 13.595 6.288 1.103  -0.80
O 14.144 5.540 0.299  -0.04
O 14.221 7.107 1.790  -0.03
H 12.306 7.151 1.595  0.11
O 17.512 3.975 4.642  0.11
C 17.235 4.335 3.363  -0.71
O 17.613 3.647 2.394  -0.04
O 16.561 5.437 3.136  -0.11
H 16.896 4.515 5.143  0.11
C 11.809 6.904 9.321  -0.09
O 12.605 7.777 8.530  -0.19
C 12.879 7.410 7.238  -0.25
C 13.810 6.172 7.125  -0.20
N 14.819 6.119 8.172  -0.04
C 15.967 7.059 8.042  -0.19
C 17.160 6.884 8.936  -0.20
O 18.170 7.879 8.657  -0.19
C 19.071 7.956 9.654  -0.16
H 11.557 5.978 8.804  0.09
H 10.922 7.484 9.573  0.09
H 12.164 6.632 10.315  0.08
H 13.329 8.239 6.692  0.12
H 11.981 7.215 6.652  0.12
H 14.214 6.075 6.118  0.11
H 13.152 5.308 7.229  0.10
H 14.301 6.488 8.956  0.08
H 15.697 8.115 8.069  0.13
H 16.263 6.988 6.995  0.11
H 17.582 5.887 8.810  0.10
H 16.815 7.105 9.946  0.13
H 19.239 6.940 10.010  0.09
H 18.574 8.395 10.519  0.08
H 19.864 8.663 9.408  0.10
C 17.840 -7.530 6.744  -0.11
O 18.714 -6.379 6.729  -0.21
C 18.353 -5.485 7.857  -0.18
C 18.834 -4.059 7.540  -0.22
N 20.272 -4.087 7.340  -0.10
C 20.955 -2.766 7.076  -0.13
C 20.656 -2.266 5.592  -0.18
O 21.079 -0.905 5.675  -0.21
C 20.930 -0.200 4.473  -0.13
H 16.773 -7.320 6.664  0.07
H 18.008 -8.100 7.658  0.08
H 18.149 -8.138 5.893  0.08
H 18.852 -5.860 8.751  0.12
H 17.270 -5.379 7.914  0.10
H 18.518 -3.344 8.300  0.12
H 18.470 -3.717 6.572  0.09
H 20.580 -4.740 6.635  0.10
H 22.024 -2.933 7.206  0.11
H 20.461 -2.156 7.833  0.11
H 19.595 -2.215 5.347  0.10
H 21.215 -2.797 4.821  0.12
H 19.914 -0.152 4.081  0.05
H 21.403 -0.722 3.640  0.08
H 21.415 0.774 4.547  0.09
C 20.819 5.374 1.229  -0.02
C 21.879 4.274 1.659  -0.38
C 23.371 4.613 1.606  -0.15
O 23.806 5.055 0.292  -0.18
C 25.064 5.556 0.337  -0.18
N 21.528 3.933 3.024  0.05
H 20.918 6.350 1.704  0.07
H 19.771 5.073 1.216  0.07
H 21.059 5.599 0.190  0.06
H 21.784 3.413 0.998  0.12
H 24.005 3.764 1.861  0.13
H 23.593 5.390 2.336  0.12
H 25.263 6.419 0.972  0.09
H 25.587 5.559 -0.619  0.09
H 25.766 4.840 0.766  0.08
H 21.873 4.685 3.604  0.06
H 20.532 4.106 3.018  0.05
C 24.109 2.225 -5.861  -0.08
C 23.075 2.017 -4.785  -0.44
C 22.797 3.164 -3.765  -0.14
O 21.600 2.937 -2.935  -0.20
C 21.367 4.064 -2.123  -0.12
N 21.812 1.627 -5.396  0.03
H 23.753 2.976 -6.567  0.08
H 24.382 1.317 -6.398  0.08
H 25.027 2.680 -5.488  0.07
H 23.333 1.157 -4.167  0.13
H 22.626 4.104 -4.290  0.12
H 23.612 3.151 -3.043  0.12
H 22.317 4.362 -1.680  0.07
H 20.605 3.800 -1.390  0.07
H 21.035 4.849 -2.803  0.09
H 21.632 2.436 -5.974  0.06
H 21.916 1.045 -6.215  0.06
C 12.705 2.409 2.990  -0.04
C 14.016 2.379 2.243  -0.41
C 14.649 1.015 2.137  -0.19
O 15.736 1.067 1.207  -0.26
C 16.590 -0.110 1.244  -0.05
N 13.705 2.883 0.895  0.09
H 12.739 1.981 3.991  0.09
H 12.005 1.841 2.377  0.08
H 12.414 3.459 2.975  0.09
H 14.644 3.037 2.844  0.14
H 13.869 0.279 1.946  0.13
H 15.080 0.756 3.105  0.12
H 16.969 -0.356 0.252  0.09
H 16.101 -1.002 1.637  0.08
H 17.440 0.031 1.911  0.08
H 12.950 2.392 0.437  0.10
H 13.324 3.813 0.994  0.04
C 19.008 9.784 3.661  -0.04
C 19.543 8.381 3.689  -0.40
C 19.798 7.865 5.064  -0.17
O 20.350 6.537 4.984  -0.20
C 20.393 5.904 6.246  -0.10
N 18.544 7.584 2.997  0.06
H 18.738 10.087 2.650  0.09
H 19.825 10.410 4.023  0.09
H 18.128 9.901 4.293  0.09
H 20.441 8.275 3.082  0.14
H 18.925 7.869 5.717  0.13
H 20.542 8.467 5.585  0.14
H 19.385 5.566 6.489  0.07
H 20.581 6.683 6.984  0.08
H 21.128 5.102 6.317  0.09
H 18.728 7.710 2.012  0.06
H 18.698 6.620 3.256  0.08
C 19.459 3.252 8.476  -0.05
C 18.614 2.838 9.734  -0.36
C 17.259 3.484 10.080  -0.30
O 16.581 2.800 10.982  -0.17
C 16.975 3.070 12.307  -0.07
N 18.232 1.434 9.426  0.03
H 19.969 4.212 8.547  0.05
H 18.818 3.307 7.597  0.06
H 20.138 2.447 8.193  0.08
H 19.340 2.745 10.541  0.12
H 16.665 3.557 9.170  0.13
H 17.315 4.528 10.388  0.10
H 16.698 4.113 12.458  0.08
H 18.065 3.074 12.312  0.09
H 16.487 2.552 13.132  0.10
H 17.276 1.524 9.113  0.06
H 18.026 0.879 10.244  0.07
C 14.474 -2.400 4.399  -0.07
C 15.609 -2.890 5.307  -0.41
C 16.094 -1.564 5.982  -0.21
O 16.906 -0.816 5.099  -0.21
C 17.624 0.343 5.537  -0.09
N 15.174 -3.798 6.338  0.05
H 13.602 -2.120 4.989  0.08
H 14.087 -3.148 3.707  0.07
H 14.847 -1.496 3.918  0.05
H 16.549 -3.074 4.787  0.14
H 16.633 -1.803 6.899  0.11
H 15.253 -0.910 6.215  0.12
H 18.187 0.944 4.823  0.07
H 18.267 0.078 6.377  0.08
H 17.068 1.102 6.087  0.07
H 14.919 -4.679 5.913  0.07
H 14.306 -3.507 6.764  0.08

Forces on atoms 1 to 6 (eV/Å):
O -0.457 0.718 1.085
V 0.419 -0.348 -3.483
O 0.164 -1.596 1.958
In 0.261 1.030 2.024
O 2.133 1.904 -0.337
C -5.787 -1.736 4.223

Summary:
Total charge: 0
LUMO: -6.082 eV

=====

no.,energy (eV)
1,-24328.23079
2,-19531.05985
3,-10741.69439
4,-25830.11212
5,-144308.21783
6,-135010.47967